Formula: C3H10N3S
Source: the Open Molecules 2025 dataset
Level of theory: wB97M-V/def2-TZVPD

```
17
Properties=species:S:1:pos:R:3:forces:R:3:lowdin_charge:R:1
H 0.240 -1.943 -1.402 0.1 0.3 -0.4 0.1345
C 0.193 -0.760 0.279 2.7 0.5 -1.2 -0.4013
N 0.062 -0.880 1.558 -0.7 0.0 -0.1 0.2678
H 0.026 1.709 1.313 -0.6 0.2 0.5 0.0448
N 0.289 -1.872 -0.407 -0.7 -0.8 -0.1 0.2197
H 2.021 -0.333 -1.690 -0.4 -0.5 -0.1 0.0892
S -2.166 0.297 -1.319 -0.4 -0.8 0.2 0.6005
H 0.142 -0.176 2.254 0.0 0.6 0.2 0.1421
N 1.687 0.473 -1.184 2.2 0.0 -2.4 0.2205
H 0.390 2.587 -0.176 -0.2 -0.5 0.2 0.0903
H -2.974 1.331 -1.432 -0.2 0.7 -0.1 -0.1910
H -0.317 -1.764 1.749 -0.5 -1.1 1.6 0.1288
C 0.844 0.452 -0.307 -1.1 2.8 3.2 -0.4183
H -3.185 -0.407 -0.757 0.5 0.1 -0.2 -0.1610
C 0.723 1.785 0.504 0.8 0.5 -0.6 -0.0304
H 1.701 2.230 0.907 -1.1 -1.4 -0.6 0.1220
H 0.324 -2.729 0.110 -0.2 -0.5 -0.1 0.1415
```
Forces are in eV/Å.

## Properties
**Energy above the lowest of the compared OMol25 structures with the same formula, charge and spin**: 36.89 kcal per mole
**Charge**: +1
**LUMO energy**: -0.1683 Eh
**Kohn-Sham gap**: 0.332 Eh

Formula: C3H10N4
Source: the Open Molecules 2025 dataset
Level of theory: wB97M-V/def2-TZVPD

```
17
Properties=species:S:1:pos:R:3:forces:R:3:lowdin_charge:R:1
N 0.253 -0.026 0.951 -0.3 -0.8 0.2 0.0554
N 1.024 1.152 -0.905 0.0 0.1 0.0 0.1571
C 2.461 -0.503 0.142 0.1 0.1 0.0 -0.0275
H -1.557 0.340 1.813 -0.2 0.0 -0.4 0.1051
H 2.647 -1.019 -0.802 0.0 0.0 0.0 0.0800
H 2.417 -1.228 0.948 0.0 0.0 0.0 0.0749
H -3.028 -2.115 -0.357 0.2 0.2 -0.2 0.0131
N -2.360 -1.369 -0.177 -0.5 -0.3 -0.3 0.0090
H 0.117 1.640 -0.891 0.1 0.0 -0.2 0.0502
H 3.287 0.188 0.320 0.0 0.0 0.0 0.0799
H -2.126 -0.850 -1.031 -0.1 -0.5 0.5 0.0215
C -0.977 0.579 0.916 0.1 1.6 0.4 -0.3503
H -1.533 -1.788 0.227 0.2 0.0 -0.2 0.0005
C 1.166 0.251 0.074 0.3 0.0 -0.5 -0.4685
H 1.782 1.392 -1.520 0.0 -0.1 0.1 0.1053
N -1.348 1.449 0.037 0.2 0.0 0.4 0.0415
H -2.226 1.908 0.255 -0.1 -0.4 0.1 0.0527
```
Forces are in eV/Å.

## Properties
**Energy above the lowest of the compared OMol25 structures with the same formula, charge and spin**: 0.69 kcal per mole
**LUMO energy**: 0.0373 Eh
**Kohn-Sham gap**: 0.365 Eh
**SMILES**: [H]/N=C/N=C(/C)N.N

Formula: C3H10N4
Source: the Open Molecules 2025 dataset
Level of theory: wB97M-V/def2-TZVPD

```
17
Properties=species:S:1:pos:R:3:forces:R:3:lowdin_charge:R:1
H -1.775 -1.560 1.189 0.2 0.1 -0.3 0.0714
N -1.028 -1.873 0.584 0.3 -0.1 -0.1 0.0906
H 1.948 0.711 -0.419 -0.4 -0.3 0.2 0.1068
H -1.264 -2.678 0.022 -0.1 0.2 0.1 0.0869
H 0.345 -2.299 -1.617 -0.2 -0.1 -0.1 0.0333
C 1.065 1.253 -0.073 -2.1 -0.9 1.6 -0.2113
H -0.254 2.600 -0.796 0.1 0.0 0.0 0.0759
H 1.301 1.811 0.830 0.1 0.1 -0.1 0.1007
H 0.386 1.620 -1.949 0.0 0.0 0.1 0.0626
C 0.404 -1.289 -1.247 -0.3 -0.2 -0.1 -0.0121
H -0.185 -0.129 2.452 0.0 0.0 -0.1 0.0826
N -0.083 0.288 0.485 1.3 1.0 -0.8 -0.1541
N -0.577 0.529 1.781 0.3 0.0 -0.1 0.0304
C -0.241 -0.942 -0.112 0.3 -0.4 0.1 -0.4654
N 0.588 2.117 -1.090 0.0 0.3 -0.4 0.0106
H 0.960 -0.595 -1.847 0.2 0.1 0.1 0.0176
H -1.590 0.435 1.808 0.3 0.3 -0.1 0.0736
```
Forces are in eV/Å.

## Properties
**Energy above the lowest of the compared OMol25 structures with the same formula, charge and spin**: 40.61 kcal per mole
**LUMO energy**: 0.0324 Eh
**Kohn-Sham gap**: 0.302 Eh
**SMILES**: C=C(N)N(N)CN

Formula: C3H10N4
Source: the Open Molecules 2025 dataset
Level of theory: wB97M-V/def2-TZVPD

```
17
Properties=species:S:1:pos:R:3:forces:R:3:lowdin_charge:R:1
C 1.080 0.167 -0.933 0.0 -0.1 0.1 -0.1869
N -1.624 1.395 -0.531 -0.2 -2.0 -0.6 -0.0002
N -0.512 -1.073 1.663 0.1 0.0 -0.6 0.0124
H -2.576 1.426 -0.168 0.0 0.0 0.0 0.0637
H 2.403 -1.301 -1.663 -0.1 -0.1 0.0 0.0534
H 1.111 0.810 1.122 0.0 0.0 0.0 0.1048
C 0.584 1.029 0.193 -0.2 -0.1 0.0 -0.1820
N -1.333 -0.375 0.782 -0.8 0.0 -1.1 -0.1587
N -0.863 0.880 0.459 0.5 0.6 0.4 -0.3544
H 0.612 0.337 -1.895 0.0 -0.1 -0.1 0.0938
C 2.042 -0.739 -0.812 0.1 0.3 -0.1 -0.0030
H 0.277 -1.530 1.213 -0.1 0.0 0.0 0.0633
H 2.581 -0.875 0.119 -0.1 -0.1 0.1 0.0589
H 0.715 2.085 -0.046 0.0 0.0 0.0 0.1143
H -1.081 -1.741 2.164 0.1 0.0 -0.1 0.0781
H -1.804 0.201 -1.152 0.2 1.9 0.2 0.1065
H -1.612 -0.697 -0.514 0.7 -0.4 1.8 0.1359
```
Forces are in eV/Å.

## Properties
**Energy above the lowest of the compared OMol25 structures with the same formula, charge and spin**: 128.41 kcal per mole
**LUMO energy**: 0.0382 Eh
**Kohn-Sham gap**: 0.357 Eh

Formula: C3H10N4
Source: the Open Molecules 2025 dataset
Level of theory: wB97M-V/def2-TZVPD

```
17
Properties=species:S:1:pos:R:3:forces:R:3:lowdin_charge:R:1
H 2.183 0.843 -0.357 -0.1 -1.9 0.3 0.1563
H -0.017 1.693 -3.129 -2.0 1.6 -2.6 0.1010
H 1.208 -0.554 2.267 -2.1 0.5 0.5 0.1489
H -2.576 0.133 2.634 1.2 -0.4 -1.6 0.2265
H -1.229 0.998 -1.200 -0.9 -0.3 -0.1 0.1490
C 1.740 -0.239 -0.293 1.9 3.6 1.5 -0.0671
N -1.976 -0.040 1.743 -4.9 1.1 2.0 0.2244
H 0.154 -0.868 3.657 -0.6 1.0 -2.9 0.2578
N 0.416 -0.121 -0.626 -2.9 -0.7 1.1 0.0852
C -0.746 -0.144 1.825 2.2 -1.0 -1.9 -0.1503
H 1.472 1.256 -2.498 -1.7 -0.2 0.3 0.1811
N 0.423 1.323 -2.376 3.1 -1.8 2.6 0.2499
H -2.575 -0.070 0.908 0.8 0.0 0.2 0.1674
N 0.183 -0.492 2.589 3.4 -1.4 3.5 0.1935
H 1.910 -0.585 0.768 -0.1 0.0 -1.4 0.0964
C -0.221 0.714 -1.386 1.9 1.0 -0.8 -0.1333
H 2.237 -0.878 -0.969 0.7 -1.2 -0.7 0.1133
```
Forces are in eV/Å.

## Properties
**Energy above the lowest of the compared OMol25 structures with the same formula, charge and spin**: 118.80 kcal per mole
**Charge**: +2
**LUMO energy (alpha / beta)**: -0.3770 / -0.4087 Eh
**Kohn-Sham gap (alpha / beta)**: 0.330 / 0.276 Eh

Formula: C3H10N4O
Source: the Open Molecules 2025 dataset
Level of theory: wB97M-V/def2-TZVPD

```
18
Properties=species:S:1:pos:R:3:forces:R:3:lowdin_charge:R:1
H -2.797 -2.333 0.108 3.2 4.0 0.8 0.1816
H -2.534 -0.544 0.951 1.1 -4.0 -1.1 0.1415
C 1.483 -0.620 -0.321 1.6 7.8 0.7 -0.3161
H -0.009 3.456 0.489 0.1 -4.3 -1.7 0.1636
N 0.169 2.321 0.213 3.3 4.3 0.7 -0.0960
N -1.950 -1.430 0.416 -5.9 -0.2 0.5 -0.1329
N -1.479 -0.601 -0.718 -1.6 -1.4 0.5 -0.1016
H 1.512 0.588 -0.909 -0.1 -3.9 0.6 0.1564
H 0.908 2.227 -0.583 -1.6 0.8 2.1 0.0920
H 0.762 0.284 1.655 0.0 -0.8 -0.4 0.1129
H 3.477 -0.714 -0.874 -3.2 -0.7 4.5 0.2234
H 0.148 -1.567 0.922 0.4 4.0 1.2 0.1668
C 0.449 -0.339 0.794 -0.3 -3.4 0.1 -0.1405
N -0.885 1.563 -0.170 -2.2 0.1 -0.4 -0.0512
H 0.989 -1.372 -0.772 -0.7 -2.4 -2.9 0.0518
O 2.821 -0.832 0.085 2.4 0.1 -4.1 -0.1495
C -0.737 0.333 0.100 0.9 -0.8 -2.9 -0.4564
H -2.329 -0.419 -1.387 2.5 0.9 2.0 0.1544
```
Forces are in eV/Å.

## Properties
**Energy above the lowest of the compared OMol25 structures with the same formula, charge and spin**: 215.08 kcal per mole
**LUMO energy**: 0.0234 Eh
**Kohn-Sham gap**: 0.324 Eh

Formula: C3H10N4O
Source: the Open Molecules 2025 dataset
Level of theory: wB97M-V/def2-TZVPD

```
18
Properties=species:S:1:pos:R:3:forces:R:3:lowdin_charge:R:1
H 0.014 2.197 1.196 0.1 -0.1 -0.2 0.1388
H 1.046 -0.668 -1.516 0.2 0.1 0.3 0.0857
N -0.667 0.320 0.767 -0.4 0.5 0.2 0.0705
C 0.366 -1.320 -0.982 -0.9 -0.4 0.6 -0.0599
O -0.998 -0.974 -1.246 -1.2 0.2 -0.6 -0.0238
H 1.881 0.324 -0.090 -0.1 1.1 1.0 0.0585
H -0.756 0.168 1.760 0.0 0.0 -0.1 0.1164
H 0.566 -2.380 -1.116 0.1 0.0 0.0 0.0989
H 2.209 1.852 0.523 0.2 0.1 -0.2 0.0644
N -0.017 1.992 -0.859 0.1 0.3 -0.2 0.0589
N 1.624 1.039 0.629 0.2 -1.2 -0.6 0.0489
C -0.690 -0.915 0.094 2.1 -0.2 -0.4 -0.5966
N -1.322 -1.900 0.901 -0.2 -0.2 -0.1 0.1185
H -0.912 2.469 -0.871 0.0 -0.1 0.0 0.0750
H -0.709 -2.310 1.594 -0.1 -0.1 -0.2 0.0912
H -1.816 -2.586 0.337 0.4 0.1 0.2 0.0965
C 0.239 1.424 0.448 -0.3 -0.3 0.1 -0.4958
H -0.058 1.267 -1.568 -0.1 0.1 0.0 0.0541
```
Forces are in eV/Å.

## Properties
**Energy above the lowest of the compared OMol25 structures with the same formula, charge and spin**: 56.96 kcal per mole
**LUMO energy**: 0.0370 Eh
**Kohn-Sham gap**: 0.355 Eh
**SMILES**: NC(N)N[C@]1(N)CO1

Formula: C3H10N4O
Source: the Open Molecules 2025 dataset
Level of theory: wB97M-V/def2-TZVPD

```
18
Properties=species:S:1:pos:R:3:forces:R:3:lowdin_charge:R:1
O -1.796 -0.384 0.548 2.3 -1.9 2.2 -0.2212
C -2.903 -0.661 -0.183 1.1 2.3 -3.9 -0.1166
H 1.631 -1.414 1.397 0.0 0.6 0.0 0.0832
H -3.017 -1.660 -0.377 -0.7 -2.8 0.9 0.0608
N 2.016 -0.809 -0.556 -1.3 1.0 -1.9 -0.0979
H -3.730 -0.070 0.091 -1.3 0.3 0.4 0.0799
C 0.210 0.831 -0.266 -0.5 0.3 1.4 -0.4430
H 2.190 -1.708 -1.037 -0.5 0.9 0.6 0.1272
H 3.310 -0.949 1.222 -0.9 0.3 -1.3 0.0983
N 0.596 -0.408 -0.706 1.3 -1.0 -0.9 0.0265
H -2.582 -0.413 -1.225 -0.9 0.6 0.2 0.1058
H 2.079 0.361 1.112 0.2 -1.3 0.1 0.0770
N 0.950 1.874 -0.164 -1.3 -1.0 -0.1 0.1079
H -0.016 -1.098 -0.338 -0.6 -0.8 0.4 0.0943
N -1.224 0.828 0.263 1.7 1.9 -0.9 0.0311
H -1.233 1.271 1.172 0.5 0.6 -0.3 0.1252
C 2.275 -0.710 0.820 1.1 -0.3 3.2 -0.1802
H 1.877 1.594 -0.491 -0.1 0.3 -0.2 0.0418
```
Forces are in eV/Å.

## Properties
**Energy above the lowest of the compared OMol25 structures with the same formula, charge and spin**: 125.00 kcal per mole
**LUMO energy**: 0.0313 Eh
**Kohn-Sham gap**: 0.370 Eh
**SMILES**: [H]/N=C(\NNC)NOC